Computed, not measured: a structure of composition C34H26AlBr4N6O2SSe, with ωB97M-V with the def2-TZVPD basis set.

Calculated values
- DFT total energy: -15128.53892 Ha
- Charge: -1
- Relative energy (zero: lowest compared OMol25 entry of this formula, charge and spin): 70.8 kJ/mol
- Kohn-Sham gap: 5.03 eV

Each line ends with the Mulliken charge.
Positions of all 75 atoms, in Å:
Al -1.558 0.779 2.248  -0.036
Br -2.873 7.309 0.955  -0.185
C -2.594 5.661 1.841  0.176
C -2.724 5.555 3.227  0.235
Br -3.191 7.060 4.274  -0.190
C -2.508 4.312 3.864  -0.190
Br -2.638 4.063 5.727  -0.134
C -2.174 3.195 3.121  0.429
O -1.948 1.976 3.600  -0.439
C -2.050 3.307 1.716  -0.118
O -1.727 2.154 1.093  0.017
C -2.248 4.515 1.088  -0.104
Br -2.013 4.522 -0.782  -0.122
S -2.624 -0.900 3.342  -0.510
C -2.559 -2.014 1.990  0.557
N -2.871 -3.259 2.145  -0.967
N -3.088 -4.058 1.072  0.155
C -3.802 -3.859 -0.142  0.852
C -3.625 -4.819 -1.131  -0.433
C -4.336 -4.748 -2.325  -0.462
C -5.247 -3.727 -2.542  -0.643
C -5.450 -2.786 -1.534  -0.478
C -4.740 -2.844 -0.344  -0.374
N -2.095 -1.634 0.702  -0.495
N -1.584 -0.541 0.598  1.003
C -1.130 -0.250 -0.768  0.410
C -1.705 -0.882 -1.871  -0.212
C -1.266 -0.571 -3.147  -0.796
C -0.266 0.380 -3.329  -0.559
C 0.306 0.998 -2.230  -1.405
C -0.119 0.678 -0.952  0.810
H -2.881 -5.005 1.287  0.229
H -2.911 -5.626 -0.968  0.354
H -4.168 -5.501 -3.089  0.355
H -5.800 -3.667 -3.474  0.385
H -6.171 -1.987 -1.675  0.384
H -4.932 -2.109 0.430  0.407
H -2.505 -1.594 -1.724  0.305
H -1.709 -1.074 -4.002  0.387
H 0.068 0.635 -4.331  0.396
H 1.092 1.732 -2.359  0.423
H 0.363 1.124 -0.104  -0.013
N 2.606 -1.417 6.521  -0.538
C 2.296 -0.761 5.623  -0.246
C 1.929 0.072 4.490  0.077
C 2.768 1.112 4.058  -0.236
C 2.424 1.813 2.941  -1.282
C 1.251 1.470 2.264  -0.544
N 0.353 0.608 2.787  0.817
C 0.724 -0.122 3.860  -0.105
H 3.674 1.338 4.610  0.491
H 3.046 2.609 2.552  0.495
H 0.929 2.039 1.405  0.729
H 0.013 -0.850 4.227  0.597
C 5.525 0.343 -4.683  -1.428
C 4.747 0.051 -3.412  0.608
C 5.223 0.425 -2.162  -0.934
C 4.502 0.191 -0.981  0.784
C 5.103 0.671 0.319  -1.506
C 3.242 -0.452 -1.034  0.170
Se 2.171 -0.716 0.542  -0.251
C 2.777 -0.877 -2.306  0.897
C 1.481 -1.636 -2.478  -1.546
C 3.525 -0.606 -3.454  -0.749
H 6.545 0.662 -4.455  0.349
H 5.053 1.141 -5.270  0.280
H 5.584 -0.540 -5.329  0.351
H 6.190 0.932 -2.094  0.250
H 6.192 0.755 0.231  0.424
H 4.849 -0.003 1.140  0.352
H 4.711 1.660 0.588  0.186
H 1.202 -2.142 -1.558  0.306
H 1.580 -2.374 -3.284  0.606
H 0.655 -0.966 -2.739  -0.143
H 3.130 -0.929 -4.423  0.340

Computed, not measured: a cluster of 3 separate species, C34H26FN4O7 in total, with ωB97M-V with the def2-TZVPD basis set.

Calculated values
- DFT total energy: -2156.27768 Ha
- Charge: +1
- Kohn-Sham gap: 5.74 eV

Each line ends with the Mulliken charge.
Positions of all 72 atoms, in Å:
N 0.816 -2.245 -8.097  -0.553
C 1.704 -1.779 -6.924  0.493
N 1.525 -0.295 -6.540  -0.516
N 2.563 -2.631 -6.276  0.413
C 2.664 -4.114 -6.359  -0.555
C 1.188 -4.876 -5.722  -0.001
C 0.880 -4.549 -4.045  -0.229
O 0.032 -3.913 -5.304  -0.419
C 3.694 -1.935 -5.489  -0.153
O 4.898 -1.932 -6.121  -0.394
N 3.574 -1.233 -4.179  -0.045
C 3.302 -2.122 -3.000  0.612
O 2.637 -1.620 -1.947  -0.429
F 3.737 -3.551 -3.092  -0.207
H 1.370 -2.292 -8.983  0.328
H 0.363 -3.161 -7.866  0.311
H 0.692 0.102 -7.048  0.372
H 1.319 -0.213 -5.522  0.249
H 3.437 -4.522 -5.582  0.317
H 2.792 -4.526 -7.447  0.355
H 0.910 -6.028 -6.143  0.324
H 0.950 -3.457 -3.635  0.070
H 0.305 -5.446 -3.517  0.305
H 3.032 -0.349 -4.192  0.350
C -5.723 -1.837 -2.742  -0.543
C -6.437 -1.341 -1.652  -0.451
C -5.770 -1.016 -0.469  -0.580
C -4.385 -1.198 -0.373  0.337
C -3.675 -1.717 -1.455  0.111
C -4.344 -2.026 -2.646  -0.502
C -2.222 -1.960 -1.347  0.492
O -1.596 -2.412 -2.299  -0.689
C -1.535 -1.659 -0.075  0.246
C -0.169 -1.939 0.059  -0.360
C 0.491 -1.644 1.254  -0.702
C -0.208 -1.063 2.312  -0.412
C -1.570 -0.788 2.183  -0.935
C -2.237 -1.096 0.990  0.525
C -3.685 -0.835 0.875  0.562
O -4.301 -0.328 1.806  -0.677
H -6.241 -2.081 -3.666  0.392
H -7.514 -1.205 -1.722  0.398
H -6.333 -0.624 0.376  0.464
H -3.793 -2.419 -3.500  0.470
H 0.384 -2.390 -0.763  0.418
H 1.550 -1.867 1.359  0.438
H 0.308 -0.827 3.241  0.489
H -2.110 -0.339 3.015  0.505
C 0.073 5.956 2.542  -0.432
C 0.052 4.624 2.132  -0.547
C 0.300 3.606 3.054  -0.475
C 0.582 3.922 4.389  0.213
C 0.628 5.256 4.793  0.336
C 0.361 6.275 3.870  -0.654
C 0.974 5.603 6.186  0.542
O 1.010 6.774 6.543  -0.669
C 1.283 4.520 7.141  0.187
C 1.669 4.837 8.450  -0.578
C 1.950 3.819 9.363  -0.461
C 1.838 2.484 8.975  -0.506
C 1.460 2.165 7.670  -0.478
C 1.191 3.185 6.749  0.274
C 0.826 2.838 5.361  0.502
O 0.732 1.665 5.018  -0.709
H -0.130 6.749 1.825  0.381
H -0.160 4.376 1.095  0.402
H 0.276 2.567 2.729  0.527
H 0.381 7.318 4.181  0.464
H 1.755 5.877 8.761  0.452
H 2.254 4.068 10.377  0.395
H 2.050 1.690 9.688  0.399
H 1.379 1.120 7.374  0.443

Computed, not measured: a structure of composition C34H26N9O3Sn, with ωB97M-V with the def2-TZVPD basis set.

Calculated values
- DFT total energy: -2243.82901 Ha
- Charge: +1
- Relative energy (zero: lowest compared OMol25 entry of this formula, charge and spin): 111.8 kJ/mol
- Kohn-Sham gap: 6.20 eV

Each line ends with the Mulliken charge.
Positions of all 73 atoms, in Å:
Sn 1.755 1.485 -1.030  0.955
O 7.970 4.992 1.301  -0.516
C 8.293 3.893 0.376  -0.547
C 6.941 3.324 -0.104  0.216
C 6.858 2.009 -0.573  -0.774
C 5.628 1.513 -1.079  -0.357
N 4.512 2.265 -1.171  -0.249
C 4.630 3.550 -0.688  0.368
C 5.746 3.994 -0.001  -0.283
C 3.440 4.373 -0.623  0.448
C 3.642 5.736 -0.166  -0.540
C 2.508 6.520 0.035  0.626
C 2.665 7.946 0.465  -0.511
O 3.893 8.125 1.144  -0.506
C 1.232 5.961 -0.271  -0.922
C 1.108 4.679 -0.758  -0.591
N 2.208 3.863 -0.828  -0.262
H 8.816 5.483 1.518  0.304
H 8.886 3.090 0.876  0.317
H 8.827 4.305 -0.448  0.346
H 7.729 1.384 -0.639  0.425
H 5.499 0.456 -1.372  0.370
H 5.709 4.888 0.616  0.494
H 4.575 6.129 0.175  0.403
H 1.775 8.236 1.119  0.357
H 2.711 8.643 -0.405  0.295
H 3.773 9.042 1.550  0.338
H 0.316 6.523 -0.179  0.428
H 0.180 4.262 -1.223  0.531
C -8.075 -8.787 0.486  -0.770
O -8.274 -7.412 0.897  -0.422
C -7.182 -6.632 0.763  0.710
C -7.431 -5.254 0.749  -0.469
C -6.522 -4.266 0.408  -0.611
C -5.161 -4.687 0.176  0.352
C -4.897 -6.088 0.214  -0.576
C -5.838 -7.022 0.562  -0.502
C -4.012 -3.820 0.005  0.212
N -2.784 -4.143 -0.344  -0.784
C -2.048 -2.999 -0.327  0.742
C -2.865 -1.895 0.079  -0.064
N -4.136 -2.443 0.198  0.013
C -2.536 -0.559 -0.061  0.842
C -3.372 0.485 0.234  -0.530
C -2.851 1.737 -0.030  -0.858
C -1.602 1.895 -0.581  0.195
N -0.776 0.904 -0.922  -0.550
C -1.163 -0.357 -0.615  -0.001
C -0.290 -1.437 -0.852  0.069
N 1.033 -1.136 -1.134  -0.068
C 1.848 -2.170 -1.519  -0.481
C 1.330 -3.427 -1.687  -0.705
C 0.048 -3.772 -1.261  -0.590
C -0.771 -2.768 -0.809  0.526
H -9.023 -9.244 0.563  0.259
H -7.313 -9.278 1.134  0.301
H -7.755 -8.889 -0.595  0.334
H -8.470 -5.006 0.896  0.391
H -6.776 -3.182 0.390  0.178
H -3.893 -6.343 -0.058  0.493
H -5.473 -8.079 0.427  0.229
H -5.074 -1.944 0.471  0.326
H -4.438 0.367 0.561  0.271
H -3.438 2.640 0.202  0.382
H -1.377 2.878 -0.934  0.144
H 2.914 -1.974 -1.654  0.365
H 1.930 -4.201 -2.182  0.364
H -0.303 -4.803 -1.382  0.503
N -0.124 -2.509 1.862  -0.461
C 0.484 -1.620 2.346  0.573
N 1.260 -0.644 2.805  -0.731
C 1.613 0.210 1.882  0.782
N 1.762 1.000 1.020  -0.543

Computed, not measured: a structure of composition C34H26N9RhSe, with ωB97M-V with the def2-TZVPD basis set.

Calculated values
- Spin multiplicity: 5
- DFT total energy: -4315.32760 Ha
- Charge: +2
- <S²>: 6.048
- Relative energy (zero: lowest compared OMol25 entry of this formula, charge and spin): 25.4 kJ/mol
- Kohn-Sham gap (alpha / beta): 5.29 / 5.19 eV

Each line ends with the Mulliken spin population.
Positions of all 71 atoms, in Å:
Rh 1.208 1.691 0.210  1.391
N 0.505 3.626 1.011  -0.007
C -0.956 3.744 1.142  0.030
C -1.355 4.229 2.369  -0.016
C -2.700 3.912 2.805  0.029
C -3.575 3.361 1.936  -0.011
C -3.161 2.907 0.702  0.028
C -1.839 3.101 0.245  0.024
C -1.346 2.703 -1.085  0.023
C -2.292 2.613 -2.091  -0.049
C -1.869 2.264 -3.382  0.132
C -0.560 2.077 -3.714  0.007
C 0.359 2.107 -2.683  0.047
C -0.001 2.243 -1.390  0.283
H 0.981 3.892 1.858  -0.001
H 0.810 4.284 0.268  -0.002
H -0.601 4.544 3.041  0.000
H -3.013 4.202 3.758  0.002
H -4.606 3.199 2.199  0.000
H -3.806 2.268 0.054  0.001
H -3.392 2.776 -1.956  0.002
H -2.591 2.200 -4.238  0.002
H -0.237 1.966 -4.736  0.000
H 1.415 1.938 -2.906  -0.003
Se 2.699 -2.692 6.469  0.842
N 3.172 -1.017 5.902  0.264
C 2.356 -0.735 4.882  0.254
C 2.572 0.481 4.142  0.030
C 3.622 1.341 4.411  0.068
C 4.061 2.216 3.443  -0.005
C 3.381 2.272 2.223  0.027
N 2.312 1.504 1.961  -0.063
C 1.877 0.613 2.906  0.145
C 0.710 -0.213 2.676  0.060
N 0.084 0.202 1.564  0.144
C -1.028 -0.425 1.214  -0.010
C -1.601 -1.422 1.978  0.014
C -0.905 -1.914 3.104  0.018
C 0.339 -1.346 3.503  0.026
C 1.238 -1.681 4.659  0.027
N 1.338 -2.876 5.189  0.237
H 4.170 1.262 5.342  0.016
H 4.950 2.868 3.493  -0.001
H 3.782 2.844 1.380  0.013
H -1.462 -0.210 0.212  0.000
H -2.487 -1.843 1.608  0.001
H -1.366 -2.702 3.675  0.004
N -4.741 -2.138 -5.979  0.000
C -4.076 -2.775 -5.325  0.000
C -3.302 -3.676 -4.566  0.000
C -3.794 -4.862 -4.061  0.000
C -3.082 -5.585 -3.114  0.000
C -1.953 -4.960 -2.594  0.000
N -1.411 -3.840 -3.078  0.000
C -2.026 -3.268 -4.114  0.000
H -4.842 -5.134 -4.287  0.000
H -3.439 -6.561 -2.783  0.000
H -1.422 -5.394 -1.726  0.000
H -1.539 -2.365 -4.456  0.000
C 4.226 -2.468 -2.219  0.000
N 3.118 -1.563 -1.980  0.002
C 1.757 -1.692 -2.407  0.010
C 1.095 -0.664 -1.838  0.006
N 1.988 0.124 -1.088  -0.039
C 3.184 -0.501 -1.174  0.006
H 5.126 -1.812 -2.236  0.000
H 4.058 -2.983 -3.181  0.000
H 4.445 -3.178 -1.404  0.000
H 1.323 -2.475 -3.071  0.000
H 0.053 -0.372 -2.043  -0.004
H 4.059 -0.234 -0.627  0.000

Computed, not measured: a structure of composition C34H27BrF4N5O5PSeZr, with ωB97M-V with the def2-TZVPD basis set.

Calculated values
- DFT total energy: -7724.70032 Ha
- Charge: +2
- Relative energy (zero: lowest compared OMol25 entry of this formula, charge and spin): 111.2 kJ/mol
- Kohn-Sham gap: 7.17 eV

Each line ends with the Mulliken charge.
Positions of all 79 atoms, in Å:
Zr 0.706 -1.131 1.246  -0.103
O 5.711 -1.258 5.588  -0.474
C 4.922 -1.251 4.520  0.619
O 5.363 -1.330 3.406  -0.436
C 3.444 -1.147 4.677  -0.033
C 2.521 -1.008 5.700  -0.448
N 1.302 -0.946 5.137  -0.343
N 1.362 -1.043 3.793  -0.130
C 2.655 -1.157 3.537  0.668
C 2.831 -1.274 2.066  0.722
O 2.665 -0.204 1.403  -0.207
O 2.472 -2.364 1.540  -0.306
H 5.230 -1.196 6.424  0.312
H 2.634 -0.954 6.771  0.439
H 0.417 -0.841 5.608  0.215
F 3.300 4.869 -2.101  -0.253
C 2.853 3.645 -1.927  0.635
C 3.127 2.658 -2.855  0.307
F 3.849 2.939 -3.921  -0.252
C 2.642 1.373 -2.660  0.299
F 2.953 0.474 -3.587  -0.402
C 1.883 1.021 -1.549  -0.326
P 1.340 -0.711 -1.301  1.710
C 2.801 -1.704 -1.669  0.903
C 2.659 -2.924 -2.322  -0.710
C 3.777 -3.714 -2.550  -0.911
C 5.027 -3.288 -2.129  -0.628
C 5.168 -2.067 -1.478  -0.914
C 4.059 -1.274 -1.243  -0.606
C 0.050 -1.079 -2.506  0.572
C 0.308 -1.168 -3.876  -0.232
C -0.724 -1.452 -4.754  -0.807
C -2.015 -1.652 -4.282  -0.698
C -2.279 -1.577 -2.922  -1.091
C -1.248 -1.297 -2.040  -0.141
C 1.637 2.042 -0.630  0.019
Br 0.598 1.791 0.935  0.045
C 2.099 3.330 -0.806  0.014
F 1.830 4.280 0.079  -0.318
H 1.687 -3.258 -2.661  0.698
H 3.670 -4.659 -3.063  0.467
H 5.897 -3.902 -2.314  0.442
H 6.145 -1.732 -1.155  0.486
H 4.179 -0.324 -0.737  0.519
H 1.308 -1.031 -4.260  0.550
H -0.516 -1.521 -5.813  0.477
H -2.815 -1.879 -4.974  0.444
H -3.280 -1.747 -2.549  0.558
H -1.465 -1.278 -0.977  0.524
C -6.438 3.709 0.155  -1.093
C -5.606 2.794 -0.729  -0.686
N -4.440 2.248 -0.015  0.282
C -3.272 3.113 0.066  -0.758
C -2.503 3.196 -1.249  -0.872
C -4.596 1.046 0.575  0.365
O -5.620 0.390 0.519  -0.618
C -3.534 0.460 1.491  -0.511
C -3.986 -0.052 2.705  -0.443
C -3.139 -0.824 3.482  -1.255
C -1.872 -1.091 3.015  -0.355
N -1.396 -0.560 1.874  0.458
C -2.230 0.202 1.130  0.130
H -7.303 4.069 -0.400  0.400
H -5.875 4.581 0.491  0.312
H -6.800 3.167 1.029  0.283
H -5.237 3.323 -1.608  0.285
H -6.203 1.952 -1.068  0.427
H -2.632 2.791 0.890  0.399
H -3.624 4.111 0.330  0.356
H -2.099 2.229 -1.554  0.078
H -1.682 3.909 -1.160  0.320
H -3.151 3.542 -2.054  0.424
H -5.016 0.112 2.994  0.604
H -3.478 -1.267 4.407  0.442
H -1.213 -1.765 3.549  0.613
H -1.847 0.561 0.186  0.812
Se 0.174 -5.252 -0.838  0.022
C 0.023 -3.885 0.148  0.469
N -0.144 -2.888 0.819  -0.766

Computed, not measured: a cluster of 3 separate species, C34H28Cl2FN4O5 in total, with ωB97M-V with the def2-TZVPD basis set.

Calculated values
- DFT total energy: -2927.69677 Ha
- Charge: +1
- Relative energy (zero: lowest compared OMol25 entry of this formula, charge and spin): 54.5 kJ/mol
- Kohn-Sham gap: 7.84 eV

Each line ends with the Mulliken charge.
Positions of all 74 atoms, in Å:
C 6.224 -0.646 -2.099  -1.499
C 4.787 -1.081 -2.308  0.304
Cl 4.570 -2.732 -1.624  -0.162
C 3.715 -0.186 -1.712  -0.175
Cl 4.212 1.535 -1.806  -0.133
N 2.477 -0.289 -2.472  -0.286
C 1.332 -0.142 -1.709  0.145
N 0.843 1.129 -1.432  -0.376
N 0.663 -1.128 -1.226  0.522
N -0.522 -0.915 -0.546  -0.706
C 1.088 -2.522 -1.411  -0.591
C 0.874 -3.046 -2.804  0.605
O 1.461 -4.010 -3.231  -0.484
F 0.011 -2.347 -3.517  -0.148
H 6.535 -0.037 -2.927  0.385
H 6.860 -1.509 -2.094  0.443
H 6.377 -0.128 -1.170  0.375
H 4.614 -1.181 -3.364  0.424
H 3.576 -0.417 -0.670  0.431
H 2.456 -1.074 -3.110  0.297
H 1.539 1.641 -0.891  0.165
H 0.738 1.605 -2.322  0.343
H -0.424 -0.192 0.153  0.271
H -0.833 -1.763 -0.099  0.301
H 2.142 -2.588 -1.208  -0.015
H 0.594 -3.171 -0.711  0.599
C 0.684 1.016 4.925  -0.626
C 1.061 1.559 6.148  -0.427
C 1.948 2.620 6.193  -0.686
C 2.472 3.137 5.016  0.509
C 2.110 2.579 3.788  -0.008
C 1.208 1.524 3.749  -0.419
C 2.692 3.092 2.517  0.452
O 2.377 2.610 1.443  -0.667
C 3.676 4.203 2.589  0.161
C 4.268 4.664 1.420  -0.448
C 5.177 5.706 1.470  -0.586
C 5.493 6.299 2.687  -0.478
C 4.910 5.842 3.856  -0.632
C 4.007 4.790 3.814  0.299
C 3.411 4.292 5.085  0.503
O 3.684 4.807 6.146  -0.643
H -0.017 0.193 4.892  0.395
H 0.658 1.155 7.067  0.405
H 2.239 3.050 7.141  0.492
H 0.919 1.103 2.797  0.588
H 4.017 4.204 0.475  0.467
H 5.640 6.061 0.559  0.418
H 6.199 7.118 2.723  0.407
H 5.156 6.297 4.805  0.493
C -8.476 -4.880 -0.509  -0.490
C -7.988 -4.316 0.665  -0.486
C -6.980 -3.370 0.614  -0.572
C -6.448 -2.989 -0.611  0.234
C -6.926 -3.570 -1.789  0.168
C -7.946 -4.510 -1.733  -0.559
C -6.343 -3.211 -3.112  0.553
O -6.754 -3.710 -4.136  -0.639
C -5.227 -2.221 -3.143  0.286
C -4.630 -1.907 -4.357  -0.584
C -3.602 -0.981 -4.403  -0.637
C -3.171 -0.359 -3.235  -0.421
C -3.762 -0.671 -2.023  -0.710
C -4.782 -1.609 -1.971  0.252
C -5.378 -1.958 -0.649  0.567
O -4.983 -1.419 0.366  -0.680
H -9.269 -5.614 -0.467  0.408
H -8.397 -4.615 1.620  0.409
H -6.602 -2.924 1.523  0.468
H -8.320 -4.949 -2.647  0.485
H -4.973 -2.389 -5.261  0.503
H -3.138 -0.740 -5.349  0.428
H -2.374 0.372 -3.273  0.457
H -3.430 -0.189 -1.114  0.557